Entry 1:
Density functional theory data (ωB97M-V with the def2-TZVPD basis set) for a 8-piece molecular cluster, C32H36Cl8N4O8 overall in a non-equilibrium geometry.

Geometry (Å):
O -25.0864 17.6273 -18.3612
N -24.6177 18.4303 -19.1431
O -24.7331 18.3038 -20.3059
C -23.7819 19.5813 -18.6633
C -22.9716 20.3877 -19.5089
C -22.3959 21.4785 -18.9337
C -22.5987 21.8079 -17.5726
C -23.3149 20.9677 -16.7761
C -23.8801 19.8164 -17.2652
H -22.7890 20.2040 -20.5574
H -21.9191 22.1685 -19.6141
H -22.4575 22.8256 -17.2398
H -23.6009 21.2551 -15.7751
H -24.5343 19.1827 -16.6848
O -21.6039 25.9031 -10.8425
N -22.6688 25.6355 -10.2173
O -23.0534 24.4868 -9.9658
C -23.5150 26.7852 -9.7356
C -23.0165 28.1551 -9.9713
C -23.6902 29.1978 -9.4757
C -24.8655 28.9775 -8.7151
C -25.3191 27.6796 -8.4500
C -24.6842 26.5509 -9.0262
H -22.0892 28.4350 -10.4489
H -23.2100 30.1645 -9.5102
H -25.3632 29.8342 -8.2854
H -26.2134 27.4889 -7.8753
H -24.9760 25.5321 -8.8179
O -22.7235 25.4888 -4.9452
N -21.8546 24.6027 -4.8269
O -20.6801 24.8737 -4.5442
C -22.2697 23.2263 -5.1690
C -21.2599 22.2973 -5.5567
C -21.6264 20.9888 -5.9737
C -22.9590 20.6049 -6.0843
C -23.9054 21.5772 -5.6089
C -23.5955 22.8355 -5.1622
H -20.1928 22.4636 -5.5423
H -20.7743 20.3551 -6.1704
H -23.3461 19.6240 -6.3176
H -24.9455 21.2927 -5.6696
H -24.3069 23.5812 -4.8391
O -23.0767 12.5071 -7.2655
N -21.9923 12.3660 -7.8644
O -21.8274 11.5440 -8.7684
C -20.8785 13.2741 -7.5979
C -20.9542 14.3656 -6.6406
C -19.9069 15.2253 -6.5300
C -18.7923 15.1231 -7.3679
C -18.6940 14.1158 -8.2960
C -19.6901 13.2187 -8.4408
H -21.8516 14.3198 -6.0414
H -19.9583 16.0400 -5.8229
H -18.0239 15.8821 -7.3602
H -17.8612 14.1133 -8.9836
H -19.5188 12.4179 -9.1449
Cl -21.5786 19.1059 -12.1670
C -20.5240 19.0426 -10.7851
C -19.1196 19.6159 -11.1808
Cl -18.0736 19.4755 -9.6809
H -20.4830 18.0880 -10.2608
H -20.9769 19.7900 -10.1337
H -19.2472 20.6822 -11.3673
H -18.5636 19.0413 -11.9216
Cl -27.0403 22.1370 -11.1582
C -25.9842 20.8060 -10.6184
C -26.7112 19.4429 -10.6276
Cl -27.5314 19.2248 -9.0756
H -25.6097 21.1498 -9.6542
H -25.1540 20.7663 -11.3237
H -25.9889 18.6286 -10.5706
H -27.3856 19.3425 -11.4779
Cl -20.4774 15.5218 -17.4100
C -19.4688 14.5642 -16.2857
C -18.9401 15.4571 -15.1079
Cl -17.6802 14.4895 -14.1873
H -18.6330 14.1950 -16.8800
H -20.0395 13.6983 -15.9502
H -19.6999 15.7612 -14.3880
H -18.3970 16.3190 -15.4957
Cl -12.5958 14.0488 -11.6605
C -12.0982 15.3918 -10.5666
C -12.1960 16.7572 -11.3088
Cl -13.8197 17.2326 -11.8531
H -11.0566 15.3500 -10.2480
H -12.7324 15.4220 -9.6807
H -11.5281 16.7793 -12.1699
H -11.8721 17.5574 -10.6432

Forces on the atoms, in the same order (eV/Å):
0.017 0.454 1.065
1.082 -0.164 1.630
-0.153 0.325 -3.427
0.167 -0.094 1.649
-1.153 -1.641 0.694
0.084 1.175 0.856
-0.281 0.609 -1.625
-0.520 -0.103 1.065
-0.341 -0.436 -2.488
-0.433 -0.286 -0.005
0.353 0.137 0.227
0.726 -0.046 0.121
0.331 0.098 0.208
0.131 -0.034 0.045
-2.696 -0.562 1.570
1.230 -0.285 -0.818
0.525 1.768 -0.354
1.125 1.794 -0.682
0.293 -3.179 -0.192
-1.508 0.501 1.612
0.234 -0.674 0.123
0.154 0.131 -1.104
1.245 0.914 0.167
0.163 -0.959 -0.249
-0.398 0.252 -0.239
-0.162 -0.056 0.103
-0.014 0.252 0.146
-0.186 0.043 -0.063
0.952 -1.614 0.363
0.068 2.267 -0.300
-1.665 -1.184 -0.324
2.408 -1.440 -0.492
-1.423 -0.417 0.138
0.175 0.960 0.193
-0.526 2.175 1.736
-0.090 -1.657 -1.037
0.580 0.866 -0.050
-0.136 0.683 0.179
-0.219 -0.377 -0.279
0.356 -0.043 -0.313
-0.158 0.019 0.177
-0.342 -0.239 -0.057
2.092 0.035 -0.517
-1.556 -0.475 -0.600
-0.032 0.732 1.137
2.645 2.315 -0.289
-1.164 -3.674 -1.670
0.860 0.840 -0.087
-0.357 0.636 0.365
0.736 1.117 -0.096
-2.870 -1.891 1.112
0.019 0.604 0.238
-0.003 0.022 0.106
0.070 0.058 0.309
0.148 -0.207 0.062
-0.580 -0.081 -0.100
-0.567 -0.525 -1.029
1.326 1.413 0.577
-0.591 -0.758 1.521
-0.324 0.160 -0.402
-0.032 -0.077 -0.499
0.274 -0.266 0.416
0.338 -0.265 -0.374
-0.449 0.304 -0.182
-0.231 0.037 -0.107
-0.001 -0.313 -0.584
1.058 0.660 0.738
-0.853 0.010 0.350
-0.053 -0.599 0.017
-0.020 0.036 0.011
0.138 0.194 -0.661
0.016 -0.001 0.250
-0.040 0.023 0.253
0.586 0.487 0.665
0.336 -1.040 -0.670
-0.645 0.359 -0.335
0.021 0.126 0.194
-0.045 0.277 0.148
0.013 -0.130 -0.247
-0.239 -0.077 0.008
0.411 0.407 0.645
-0.467 1.556 -0.795
0.366 -0.403 0.372
-0.065 -0.248 0.028
-0.021 -0.657 -0.174
-0.075 -0.311 -0.195
-0.188 -0.180 -0.036
0.024 -0.164 0.158

Calculated values
Energy relative to the best compared isomer or geometry (same formula, charge and spin): 4.08 kJ/mol
Charge: 0
SMILES string: O=[N+]([O-])c1ccccc1.O=[N+]([O-])c1ccccc1.O=[N+]([O-])c1ccccc1.O=[N+]([O-])c1ccccc1.ClCCCl.ClCCCl.ClCCCl.ClCCCl
Highest occupied orbital energy: -0.3698 Eh
Orbital gap: 9.12 eV
Lowest unoccupied orbital energy: -0.9 eV

***

Entry 2:
Density functional theory data (ωB97M-V with the def2-TZVPD basis set) for C32H36CoN10OSi as an isolated structure in a non-equilibrium geometry.

Geometry (Å):
Co -0.1457 -0.6845 0.1215
C -1.4520 -0.7277 -4.2142
C -0.3000 -0.3883 -4.9200
C 0.8811 -0.3357 -4.2316
C 0.9275 -0.6136 -2.8445
N -0.2051 -0.9003 -2.1579
C -1.3417 -0.9555 -2.8613
N 2.1847 -0.6241 -2.3176
C 2.5149 -0.7071 -1.0721
N 1.7227 -0.6896 0.0443
C 2.5303 -0.7327 1.1448
N 2.1697 -0.7479 2.3903
C 0.9320 -1.1151 2.8025
C 0.6695 -1.0143 4.1907
C -0.4170 -1.6394 4.7318
C -1.2368 -2.4006 3.8878
C -0.9794 -2.3804 2.5426
N 0.0238 -1.6900 1.9694
C 3.9290 -0.7968 0.7279
C 5.1110 -0.9297 1.4352
C 6.2868 -1.0563 0.7115
C 6.2775 -1.0791 -0.6836
C 5.0892 -0.9607 -1.3884
C 3.9189 -0.8160 -0.6655
H -2.4111 -0.8188 -4.7049
H -0.3448 -0.1712 -5.9793
H 1.8179 -0.0823 -4.7068
H -2.2385 -1.1950 -2.3133
H 1.3911 -0.4701 4.7832
H -0.6246 -1.5842 5.7926
H -2.0488 -2.9966 4.2800
H -1.5969 -2.9657 1.8739
H 5.1058 -0.9388 2.5171
H 7.2286 -1.1462 1.2375
H 7.2129 -1.1971 -1.2149
H 5.0613 -0.9925 -2.4697
C -0.4793 2.9088 -2.7688
Si -1.2808 2.2626 -1.1657
C -1.6509 3.7550 -0.0525
C -2.9560 1.5193 -1.6907
N -0.2496 1.2187 -0.2544
C 0.7658 1.9279 0.4103
C 0.7458 2.0736 1.8061
C 1.7213 2.8027 2.4658
C 2.7423 3.4217 1.7574
C 2.7854 3.2816 0.3768
C 1.8211 2.5394 -0.2884
H -1.2388 3.0855 -3.5366
H 0.2362 2.1937 -3.1786
H 0.0444 3.8515 -2.5987
H -2.4569 4.3814 -0.4466
H -0.7669 4.3854 0.0625
H -1.9395 3.4073 0.9420
H -3.7594 2.2159 -1.4378
H -3.1894 0.5711 -1.2141
H -2.9824 1.3586 -2.7694
H -0.0746 1.6209 2.3480
H 1.6811 2.8909 3.5460
H 3.4895 4.0137 2.2710
H 3.5799 3.7536 -0.1906
H 1.8807 2.4031 -1.3617
C -4.8347 0.9492 2.0120
N -4.1985 -0.0842 1.2118
C -4.9055 -1.0065 0.5381
C -4.2823 -1.9996 -0.1350
C -2.8580 -1.9990 -0.1596
N -2.1547 -0.9922 0.3681
C -2.7883 -0.0775 1.1840
O -2.2118 0.7221 1.8855
N -2.2042 -3.0359 -0.6840
H -5.9146 0.8280 1.9730
H -4.5575 1.9334 1.6363
H -4.4909 0.8725 3.0420
H -5.9830 -0.9307 0.5841
H -4.8400 -2.7794 -0.6302
H -2.7160 -3.7171 -1.2153
H -1.1716 -3.0535 -0.6884
N 0.7527 -3.6161 -0.5815
H 0.6901 -4.6140 -0.4060
H 1.3946 -3.2216 0.0956
H 1.1612 -3.4776 -1.5004

Forces on the atoms, in the same order (eV/Å):
-0.827 -0.431 -0.011
0.128 0.015 -0.184
-0.282 -0.024 0.075
0.277 0.009 0.362
-0.996 -0.007 -0.413
0.537 -0.124 -0.267
-0.056 -0.036 -0.015
0.842 -0.204 0.504
-0.812 0.287 -0.669
0.891 -0.267 0.029
-0.870 0.118 0.534
0.771 -0.038 -0.394
-0.762 -0.311 0.055
0.174 0.081 -0.198
-0.106 -0.056 -0.138
0.032 -0.027 0.132
-0.086 -0.066 -0.014
0.543 0.092 0.626
0.676 -0.075 -0.582
-0.304 0.095 0.145
0.122 -0.025 -0.122
0.080 0.021 0.204
-0.292 0.024 -0.187
0.621 0.024 0.595
-0.031 0.068 0.049
0.056 -0.016 -0.007
-0.001 -0.038 -0.027
0.022 0.052 0.068
-0.014 -0.008 0.030
0.046 0.017 0.011
-0.033 0.024 -0.043
-0.037 0.092 -0.055
0.000 0.042 0.004
0.003 -0.021 -0.012
-0.010 0.016 -0.025
0.012 0.029 -0.005
-0.280 0.007 0.064
0.459 0.062 0.417
-0.117 -0.034 -0.308
0.127 -0.015 0.085
-0.276 0.493 -0.466
-0.054 0.229 -0.010
0.022 0.033 -0.096
-0.001 -0.037 0.021
0.051 0.060 0.021
0.041 0.012 -0.035
-0.032 -0.091 0.154
0.001 0.060 -0.013
-0.006 -0.039 0.026
0.052 -0.015 0.025
0.005 0.011 -0.035
0.023 -0.025 0.021
-0.004 -0.047 0.011
0.032 0.071 -0.010
-0.029 -0.036 -0.028
-0.025 0.015 -0.010
-0.005 -0.014 0.018
-0.007 0.035 -0.005
0.019 -0.039 0.007
0.009 -0.014 0.014
-0.029 0.039 -0.019
0.064 0.157 0.122
-0.139 -0.030 -0.186
0.192 -0.157 -0.054
-0.203 -0.110 -0.146
0.033 0.432 0.472
-0.360 -0.193 -0.228
0.040 0.260 0.287
-0.072 -0.176 0.031
0.451 0.034 -0.055
0.010 -0.062 -0.067
0.005 -0.017 0.007
-0.020 0.029 -0.013
-0.012 0.020 0.050
-0.031 0.027 -0.001
0.051 -0.048 0.028
-0.193 -0.107 -0.086
-0.196 -0.181 -0.101
0.149 0.021 -0.059
-0.081 0.080 0.053
0.022 -0.026 0.036

Calculated values
2S+1: 2
Energy relative to the best compared isomer or geometry (same formula, charge and spin): 50.08 kJ/mol
Charge: 0
Highest occupied orbital energy (spin up / spin down): -0.2360 / -0.2315 Eh
Orbital gap (spin up / spin down): 5.94 / 5.82 eV
Lowest unoccupied orbital energy (spin up / spin down): -0.5 / -0.5 eV

***

Entry 3:
Density functional theory data (ωB97M-V with the def2-TZVPD basis set) for a 12-piece molecular cluster, C32H36F10N2O34 overall in a non-equilibrium geometry.

Geometry (Å):
O 18.8100 19.7230 2.6245
C 17.8526 19.0449 2.7629
O 17.3870 18.2938 1.8153
C 16.1286 17.8449 2.1609
C 15.7762 18.3588 3.5412
F 15.4680 17.3335 4.3530
O 16.9924 18.9588 3.9003
H 15.3840 18.0966 1.4057
H 16.2266 16.7637 2.2586
H 15.0599 19.1804 3.5371
O 6.9902 18.5211 -0.3919
C 5.8127 18.4677 -0.4757
O 5.0000 17.4766 -0.2291
C 3.7225 17.6922 -0.6483
C 3.7788 19.2334 -0.5756
F 3.4443 19.7363 0.6304
O 5.1270 19.5572 -0.7864
H 3.5778 17.2281 -1.6239
H 2.9540 17.4093 0.0711
H 3.3118 19.7687 -1.4023
O 8.3389 22.3867 1.9592
C 7.2190 22.8129 1.6398
O 6.5915 23.9076 2.0512
C 5.3342 23.9542 1.4819
C 5.3147 22.7004 0.5677
F 5.4624 23.1447 -0.6666
O 6.5418 22.1054 0.7390
H 4.5740 23.8571 2.2570
H 4.9634 24.8474 0.9791
H 4.4136 22.1073 0.7240
O 7.2924 16.0901 3.0813
C 7.3142 16.1532 4.2707
O 6.8848 15.0514 5.0707
C 7.3216 15.3357 6.3737
C 7.2171 16.9000 6.3453
F 8.2129 17.3307 7.1792
O 7.4675 17.2459 5.0243
H 6.5896 15.0039 7.1100
H 8.2697 14.8229 6.5361
H 6.2997 17.2386 6.8268
O 12.9723 19.9670 2.0642
C 11.8417 19.5429 1.8693
O 11.3567 19.3530 0.6907
C 9.9601 19.2554 0.7958
C 9.6707 18.9792 2.2590
F 9.6998 17.6547 2.3986
O 10.8242 19.6622 2.7420
H 9.5629 20.2421 0.5576
H 9.5577 18.5450 0.0736
H 8.7600 19.3870 2.6977
O 10.1681 21.8879 8.3087
C 9.7978 21.7308 7.2224
O 10.6241 21.7097 6.1563
C 9.9109 22.0646 4.9810
C 8.5275 21.7359 5.3549
F 8.3763 20.4819 4.8810
O 8.5047 21.7360 6.7630
H 9.9278 23.1283 4.7436
H 10.2611 21.5247 4.1012
H 7.7415 22.3772 4.9561
O 9.8713 25.1590 -0.7895
C 10.4349 24.4358 -0.0055
O 11.1115 23.3473 -0.2669
C 11.5156 22.8265 0.9989
C 11.3218 24.0020 1.9819
F 12.3557 24.8172 2.1221
O 10.4384 24.7952 1.2350
H 10.8166 22.0439 1.2939
H 12.4731 22.3059 1.0112
H 10.8836 23.7330 2.9430
O 8.8656 15.4214 -5.3972
C 9.0078 15.7365 -4.2352
O 8.1880 15.4717 -3.2110
C 8.4692 16.4808 -2.3445
C 9.9410 16.7761 -2.3886
F 10.5308 15.8634 -1.5554
O 10.0434 16.5392 -3.8055
H 7.7887 17.3137 -2.5216
H 8.2014 16.2606 -1.3111
H 10.1548 17.7830 -2.0301
O 8.1937 19.0000 -4.6491
C 8.1216 19.8901 -3.8188
O 9.1609 20.0739 -2.9684
C 8.8171 21.2184 -2.2075
C 7.4926 21.7753 -2.7327
F 7.7134 22.9975 -3.0923
O 7.3238 20.9844 -3.8592
H 8.7455 20.9269 -1.1596
H 9.6248 21.9503 -2.2168
H 6.7074 21.6720 -1.9838
O 14.0215 15.0840 -0.3629
C 13.2815 14.9862 0.5983
O 13.5715 14.1582 1.5906
C 12.3857 14.1380 2.4722
C 11.7281 15.4065 2.1105
F 12.1198 16.4064 2.9743
O 12.1039 15.5783 0.8188
H 11.7897 13.2728 2.1820
H 12.7791 14.0208 3.4820
H 10.6460 15.3810 2.2389
C 10.8030 18.1469 5.7542
N 11.9717 18.8048 6.3904
O 11.9843 18.8870 7.6484
O 12.8275 19.3724 5.7191
H 9.9929 18.8751 5.7925
H 10.6722 17.2357 6.3379
H 11.0745 17.8520 4.7406
C 13.8378 18.1772 -1.7142
N 13.3461 18.4859 -3.1402
O 12.7069 19.5421 -3.3189
O 13.5916 17.6351 -3.9945
H 13.1534 18.5210 -0.9386
H 14.7871 18.7084 -1.7814
H 13.8908 17.0971 -1.5774

Forces on the atoms, in the same order (eV/Å):
0.239 0.179 1.082
-0.109 1.060 1.640
-0.246 -0.257 -1.390
-1.738 -2.190 -0.375
1.192 1.417 -1.223
-0.268 -0.053 0.505
1.773 0.595 -0.418
0.151 0.071 -0.048
-0.460 -0.196 -0.214
-0.681 -0.617 0.442
1.286 -0.909 0.147
1.187 1.085 0.385
2.158 -3.282 1.298
-1.513 2.177 0.187
-0.470 1.021 -2.775
-0.553 -0.159 0.515
-1.108 0.434 -0.221
-0.304 0.388 -0.066
0.321 -0.587 0.044
-0.890 -0.011 0.468
-2.511 1.850 0.049
4.293 -1.874 0.548
1.671 0.289 0.402
-2.793 -1.301 0.241
-0.317 1.959 0.524
-1.447 0.785 -3.012
-0.563 -1.121 1.718
0.168 -0.334 0.435
1.229 0.224 -0.444
0.404 -0.553 -0.361
0.645 0.425 0.973
-2.340 -2.434 -1.100
0.945 1.232 -1.701
-1.535 0.818 0.198
1.738 -2.222 2.365
0.249 0.840 -0.285
0.084 0.527 0.311
0.067 -0.378 -0.140
0.327 0.778 0.304
-0.259 0.422 -0.910
-1.753 -1.677 0.244
2.922 3.661 0.923
-0.068 -1.582 -1.913
-2.128 0.677 -1.213
0.701 1.442 -2.184
0.348 -1.276 1.235
-0.370 -1.348 2.655
-0.168 0.041 -0.068
0.104 -0.119 0.323
0.298 0.107 -0.004
-0.033 -0.396 2.224
0.071 0.988 -2.060
0.784 0.036 -0.727
0.682 1.160 -0.212
-0.336 0.181 0.326
-1.375 -1.864 -0.120
-0.479 -0.127 -0.334
0.649 0.286 0.423
-0.015 -0.165 0.345
-0.026 -0.124 0.185
0.243 -1.239 -0.528
-1.803 3.000 -3.068
0.950 -1.213 0.282
0.048 -0.937 1.159
-0.899 -0.447 -1.279
2.021 0.128 0.819
-0.710 -0.211 3.098
-0.364 0.109 -0.018
0.306 0.701 -0.394
0.189 0.063 -0.102
0.333 0.267 2.645
0.459 -0.086 -3.236
0.081 -1.143 -1.283
-1.716 1.978 4.376
-2.896 -0.430 -1.373
0.966 -0.043 -0.693
1.665 -0.203 0.757
0.549 0.499 -0.589
-0.029 -0.793 0.028
0.645 -0.042 -0.805
-1.565 1.544 1.938
2.761 -1.338 -3.474
-1.468 0.344 0.470
1.037 0.100 2.148
2.014 -2.468 1.352
-0.511 2.954 -0.848
-1.544 -1.376 -0.543
-0.290 -0.141 0.018
-0.098 0.123 -0.535
-0.403 0.233 -0.499
-1.972 0.676 1.460
3.128 -1.133 -2.222
-1.063 -0.318 1.288
1.976 -1.521 -0.081
-1.704 -0.487 1.824
0.671 0.583 -0.434
-0.477 1.982 -1.222
-0.073 0.035 0.085
-0.376 0.280 -0.026
-0.026 -0.016 -0.589
0.877 -0.620 -0.050
1.561 2.177 2.457
-0.563 -0.810 -2.601
-1.114 -1.099 -0.088
-0.032 -0.391 0.065
-0.570 0.346 0.082
-0.025 0.400 0.058
-0.229 0.052 -1.028
-1.553 -0.260 -0.113
1.314 -1.834 0.254
-0.239 1.513 1.040
0.065 0.711 -0.480
0.111 -0.309 0.852
0.510 0.112 -0.498

Calculated values
Charge: 0
SMILES string: O=C1OC[C@@H](F)O1.O=C1OC[C@@H](F)O1.O=C1OC[C@@H](F)O1.O=C1OC[C@@H](F)O1.O=C1OC[C@@H](F)O1.O=C1OC[C@@H](F)O1.O=C1OC[C@@H](F)O1.O=C1OC[C@@H](F)O1.O=C1OC[C@@H](F)O1.O=C1OC[C@@H](F)O1.C[N+](=O)[O-].C[N+](=O)[O-]
Highest occupied orbital energy: -0.3948 Eh
Orbital gap: 10.06 eV
Lowest unoccupied orbital energy: -0.7 eV

***

Electronic energy list, top to bottom, in Eh: -5743.000503, -3536.224410, -4907.117905